ORCA calculation (the ωB97M-V functional and the def2-TZVPD basis) on 7 unconnected molecules or ions with the total composition C26H37BrNO22 in a non-equilibrium geometry.

```
87
Properties=species:S:1:pos:R:3
C -1.2687 2.9925 0.7219
C -0.4263 1.9425 1.5427
C -1.2461 0.7597 2.1583
Br -2.9707 1.3634 2.9603
C -1.3945 -0.4856 1.2197
N 0.0044 -0.8440 0.8324
C -2.1649 -0.2312 -0.1150
O -3.5610 0.0509 0.0278
C -4.3606 -1.0028 -0.2680
C -5.6409 -1.1439 0.6133
O -4.2010 -1.7930 -1.1622
C -1.9406 -1.6949 2.0614
O -3.1334 -1.8828 2.3343
O -1.0506 -2.5042 2.5155
H -2.3326 2.7248 0.5715
H -1.1246 4.0167 1.1365
H -0.8161 3.0397 -0.3040
H 0.0114 2.4912 2.4120
H 0.4416 1.6091 0.9325
H -0.6587 0.4008 3.0348
H 0.2240 -0.2431 0.0247
H -0.0347 -1.7806 0.4190
H -1.7055 0.6870 -0.5692
H -1.9122 -1.0652 -0.8034
H -5.3980 -1.3976 1.6629
H -6.2562 -1.9664 0.1814
H -6.1924 -0.1822 0.5008
C -0.5469 -4.5781 0.2949
C -0.2587 -6.0177 0.5900
O 0.8484 -6.3000 -0.2698
C 1.4695 -5.1222 -0.5369
O 2.5248 -5.0276 -1.0873
O 0.7350 -4.0662 -0.0952
H -0.9270 -4.0396 1.1634
H -1.2436 -4.4523 -0.5389
H 0.0491 -6.1799 1.6258
H -1.1025 -6.6680 0.3658
C 4.2071 -3.3175 2.5036
C 3.4668 -2.7919 1.3063
O 3.1966 -1.4376 1.6710
C 4.1157 -1.0748 2.5944
O 4.2771 0.0413 2.9863
O 4.8390 -2.1466 3.0210
H 4.9447 -4.0748 2.2413
H 3.5372 -3.7239 3.2652
H 4.0777 -2.7986 0.4005
H 2.5467 -3.3354 1.1142
C 3.8364 4.1342 4.7951
C 3.2972 2.8328 4.2669
O 2.5864 3.2388 3.0975
C 3.1166 4.4142 2.6865
O 2.8642 4.9406 1.6479
O 3.9769 4.9191 3.6121
H 4.7939 4.0172 5.3001
H 3.1380 4.6355 5.4702
H 4.0868 2.1369 3.9755
H 2.6331 2.3367 4.9725
C 0.1498 -1.1436 -3.4919
C -0.5702 -0.6074 -4.6984
O -0.7704 0.7615 -4.3624
C 0.1756 1.0991 -3.4451
O 0.3902 2.2095 -3.0812
O 0.8442 -0.0006 -2.9993
H 0.8451 -1.9433 -3.7426
H -0.5364 -1.4991 -2.7193
H 0.0348 -0.6648 -5.6071
H -1.5214 -1.1074 -4.8752
C 5.2008 6.9134 0.0357
C 5.0589 6.5848 -1.4244
O 5.7976 7.6320 -2.0558
C 6.6956 8.1009 -1.1494
O 7.5752 8.8608 -1.4066
O 6.4590 7.5898 0.0862
H 5.2100 6.0261 0.6647
H 4.4212 7.5907 0.3904
H 5.5124 5.6255 -1.6844
H 4.0219 6.5856 -1.7546
C -7.7982 -2.7040 -3.6321
C -6.3008 -2.7736 -3.7473
O -6.0732 -4.1435 -4.0807
C -7.2096 -4.6174 -4.6529
O -7.3010 -5.6727 -5.1948
O -8.2316 -3.7276 -4.5275
H -8.1968 -1.7347 -3.9276
H -8.1525 -2.9410 -2.6259
H -5.9129 -2.1451 -4.5531
H -5.7946 -2.5096 -2.8189
```

Calculated total energy   -5297.13982 Ha
Charge   -1
Spin multiplicity   1



ORCA calculation (the ωB97M-V functional and the def2-TZVPD basis) on a molecular structure, C40H44As2ClN4O12PPb in a non-equilibrium geometry.

```
105
Properties=species:S:1:pos:R:3
Pb 1.3762 0.0755 -1.6005
O -0.5314 0.2448 1.4944
C -0.9296 -0.5231 0.6240
O -0.5672 -0.5244 -0.6220
C -1.9374 -1.6115 0.9371
P -1.3874 -3.3701 0.7136
C -0.5782 -3.3001 -0.9333
C -1.4059 -3.5557 -2.0227
C -0.9344 -3.4371 -3.3260
C 0.3862 -3.0854 -3.5557
C 1.2340 -2.8557 -2.4761
C 0.7530 -2.9562 -1.1775
C 0.0103 -3.5228 1.8855
C 0.0529 -2.7857 3.0705
C 0.9748 -3.0965 4.0638
C 1.8917 -4.1213 3.8781
C 1.8749 -4.8460 2.6934
C 0.9319 -4.5608 1.7178
H -2.7806 -1.4939 0.2521
H -2.3193 -1.5120 1.9520
H -2.4361 -3.8500 -1.8479
H -1.5967 -3.6387 -4.1587
H 0.7596 -2.9930 -4.5682
H 2.2677 -2.5775 -2.6401
H 1.4221 -2.7413 -0.3512
H -0.6379 -1.9676 3.2299
H 0.9732 -2.5360 4.9899
H 2.6131 -4.3569 4.6511
H 2.5875 -5.6465 2.5356
H 0.9037 -5.1640 0.8173
Cl 7.0657 -4.2922 1.7276
C 5.9380 -3.4119 0.7291
C 6.0649 -3.4647 -0.6733
C 5.1914 -2.7890 -1.4788
C 4.1185 -2.0099 -0.9440
O 3.3030 -1.4088 -1.7292
C 4.0219 -1.9671 0.4760
C 3.0516 -1.1755 1.1695
O 2.1997 -0.4165 0.6973
C 4.9403 -2.6759 1.2865
H 6.8653 -4.0520 -1.1068
H 5.2821 -2.8293 -2.5571
H 3.0979 -1.2520 2.2674
H 4.8351 -2.6244 2.3650
C 4.8372 1.2303 0.4097
O 3.5884 1.9110 0.6308
C 3.1107 1.9480 1.8875
O 3.6956 1.5154 2.8439
C 1.7382 2.5465 1.9077
C 1.1801 2.8859 3.0632
As -0.5229 3.8289 3.3959
C -1.4663 2.2773 4.1554
C -1.3836 3.7292 1.6340
C -0.8824 3.2680 0.4940
As 0.9246 2.5990 0.1585
C 1.6458 4.3045 -0.4947
C -1.7133 3.1893 -0.7668
O -2.3680 2.2331 -1.0868
O -1.4891 4.2452 -1.5574
C -2.2549 4.2707 -2.7709
C -2.7879 4.2666 1.6088
O -3.4764 4.3935 0.6288
O -3.1923 4.6201 2.8363
C -4.5061 5.1925 2.9191
C 1.9134 2.7813 4.3881
O 2.3972 3.7617 4.8779
O 1.8653 1.6306 5.0654
C 1.4443 0.4142 4.4318
H 4.7090 0.6298 -0.4880
H 5.0846 0.6002 1.2580
H 5.6155 1.9752 0.2607
H -1.0169 2.0303 5.1167
H -1.4021 1.4375 3.4646
H -2.5056 2.5578 4.3162
H 1.5413 5.0680 0.2731
H 1.1005 4.6062 -1.3864
H 2.6971 4.1619 -0.7351
H -1.8717 3.5354 -3.4784
H -2.1336 5.2711 -3.1731
H -3.3021 4.0689 -2.5587
H -4.5835 5.6060 3.9190
H -5.2586 4.4212 2.7654
H -4.6296 5.9676 2.1682
H 2.3278 -0.1795 4.2086
H 0.8814 0.5841 3.5146
H 0.8206 -0.1047 5.1545
C -4.7007 -1.3277 -3.0072
C -4.8397 -0.4646 -4.2592
C -4.3616 -1.2074 -5.5048
C -4.1270 0.8790 -4.1051
N -2.6684 0.7555 -4.0861
C -1.8559 0.4111 -3.0946
N -0.6200 0.4854 -3.5311
N -0.6968 0.8726 -4.8301
N -1.9222 1.0385 -5.1730
H -5.2955 -2.2383 -3.1024
H -5.0370 -0.7978 -2.1115
H -3.6635 -1.6344 -2.8555
H -5.8966 -0.2132 -4.3847
H -3.3550 -1.6053 -5.3547
H -4.3340 -0.5567 -6.3813
H -5.0221 -2.0476 -5.7251
H -4.4204 1.3703 -3.1770
H -4.3577 1.5360 -4.9407
H -2.1432 0.1435 -2.0912
```

Relative energy (zero: lowest compared OMol25 entry of this formula, charge and spin)   0.00 kcal per mole
Spin multiplicity   1



ORCA calculation (the ωB97M-V functional and the def2-TZVPD basis) on C5H11N in the gas phase in a non-equilibrium geometry.

```
17
Properties=species:S:1:pos:R:3
C 0.2667 0.5442 1.9872
N 1.0791 0.3578 1.0424
C 0.1945 0.0817 -0.1446
C 1.2387 -0.1424 -1.2003
C -0.9055 1.0800 -0.5379
C -0.4940 -1.2994 0.0853
H -0.6312 1.1588 1.8773
H 0.3232 -0.1357 2.8223
H 1.8534 -0.9732 -0.8400
H 0.7880 -0.3985 -2.1575
H 1.8619 0.7507 -1.2548
H -1.8359 0.9516 0.0319
H -1.1556 0.8818 -1.5849
H -0.5874 2.1222 -0.4484
H -1.4135 -1.2762 0.6920
H -0.7699 -1.6719 -0.9062
H 0.1876 -2.0315 0.5361
```

Relative energy (zero: lowest compared OMol25 entry of this formula, charge and spin)   53.48 kcal per mole
SMILES   C=NC(C)(C)C
Spin multiplicity   1